Molecular formula: C16H16ClNO8
Method: DFT, the ωB97M-V functional and the def2-TZVPD basis

- SMILES = O=C1NC(=O)c2c(Cl)cccc21.C[C@@H]1COC(=O)O1.C[C@@H]1COC(=O)O1
- HOMO level (Eh) = -0.360
- DFT total energy (a.u.) = -1736.2239

Each line ends with the Löwdin charge.
Element x y z (Å)
O  1.97  1.35  -2.50  0.121
C  1.60  0.28  -2.92  -0.350
N  0.69  0.24  -4.05  0.163
C  0.51  -1.14  -4.37  -0.381
O  -0.11  -1.61  -5.29  0.100
C  1.27  -1.97  -3.35  -0.113
C  1.38  -3.33  -3.19  -0.582
Cl  0.55  -4.42  -4.25  0.724
C  2.16  -3.79  -2.15  -0.082
C  2.80  -2.92  -1.30  -0.037
C  2.70  -1.55  -1.45  0.011
C  1.92  -1.11  -2.48  -0.086
H  1.25  0.62  -4.82  0.158
H  2.28  -4.85  -1.97  0.116
H  3.42  -3.30  -0.50  0.122
H  3.21  -0.85  -0.81  0.116
C  1.03  3.08  3.04  -0.030
C  1.99  2.24  2.23  -0.305
C  1.41  1.73  0.93  -0.079
O  2.13  0.50  0.74  0.034
C  2.52  0.07  1.97  -0.562
O  2.97  -1.01  2.18  0.151
O  2.32  1.02  2.91  0.095
H  0.29  2.47  3.53  0.066
H  1.58  3.60  3.84  0.086
H  0.53  3.83  2.43  0.091
H  2.92  2.79  2.05  0.156
H  1.58  2.41  0.10  0.137
H  0.35  1.50  0.99  0.112
C  -5.24  -0.39  1.86  -0.020
C  -4.23  0.57  1.29  -0.326
C  -3.08  -0.09  0.58  -0.090
O  -2.02  0.84  0.78  0.057
C  -2.29  1.53  1.91  -0.530
O  -1.51  2.25  2.46  0.144
O  -3.55  1.29  2.33  0.098
H  -4.86  -0.88  2.76  0.095
H  -6.15  0.14  2.16  0.086
H  -5.52  -1.15  1.13  0.091
H  -4.72  1.30  0.64  0.159
H  -3.27  -0.24  -0.48  0.141
H  -2.79  -1.05  1.02  0.143

***

Molecular formula: C3H7ClN2S
Method: DFT, the ωB97M-V functional and the def2-TZVPD basis

- HOMO level (Eh) = -0.317
- ΔE to the lowest compared entry with this formula, charge and spin (kcal/mol) = 154.0
- DFT total energy (a.u.) = -1086.1431

Each line ends with the Löwdin charge.
Element x y z (Å)
C  -0.32  0.27  1.57  -0.538
C  -1.43  -0.49  0.89  -0.210
C  0.90  -0.03  -1.52  -0.571
H  0.63  -0.34  1.55  0.052
H  -0.01  1.13  0.98  0.027
H  -1.96  0.48  0.21  0.193
H  -1.96  -1.11  1.55  0.078
H  0.07  -1.81  0.11  0.147
H  -1.12  -1.39  -2.26  0.313
H  1.54  0.27  -0.37  0.169
N  -0.87  -1.36  -0.27  -0.148
N  -0.37  -0.63  -1.34  -0.269
S  1.33  -0.03  -3.30  0.362
Cl  -0.28  1.10  3.34  0.393

***

Molecular formula: C10H29B2FN2O4PSi2
Method: DFT, the ωB97M-V functional and the def2-TZVPD basis

- HOMO level (Eh) = -0.174
- DFT total energy (a.u.) = -1879.0390
- charge = -1

Each line ends with the Löwdin charge.
Element x y z (Å)
C  2.73  -5.78  2.87  0.025
C  1.89  -4.80  3.17  -0.043
B  1.15  -3.32  3.28  -0.752
F  0.93  -3.07  4.75  -0.097
B  -0.36  -3.50  2.60  -0.427
O  -1.00  -4.82  2.80  0.002
N  -1.12  -2.44  1.84  -0.140
C  -1.72  -1.49  2.87  -0.110
C  -2.30  -3.07  1.14  -0.146
P  2.21  -1.89  2.54  0.698
N  2.98  -2.35  1.21  -0.225
O  3.34  -1.42  3.75  -0.259
O  1.26  -0.50  2.11  -0.257
H  3.64  -6.48  2.70  0.025
H  -1.39  -4.78  3.72  0.113
H  -2.53  -2.06  3.46  0.090
H  -0.89  -1.05  3.56  0.102
H  -2.17  -0.59  2.31  0.091
H  -2.94  -2.27  0.56  0.085
H  -1.93  -3.88  0.39  0.102
H  -3.05  -3.53  1.90  0.085
H  2.75  -3.33  0.96  -0.043
H  3.73  -2.27  4.07  0.068
H  1.94  0.14  1.75  0.063
O  0.11  2.54  -1.42  -0.289
Si  0.12  1.01  -2.12  0.384
C  1.09  1.08  -3.74  -0.171
C  -1.64  0.47  -2.50  -0.167
C  0.90  -0.30  -1.05  -0.166
Si  -0.44  4.06  -1.87  0.374
C  -0.14  5.38  -0.57  -0.171
C  -2.28  4.00  -2.20  -0.169
C  0.44  4.61  -3.44  -0.169
H  0.58  1.69  -4.48  0.011
H  1.21  0.07  -4.15  0.032
H  2.09  1.50  -3.57  0.033
H  -2.26  0.54  -1.60  0.033
H  -1.65  -0.57  -2.85  0.034
H  -2.09  1.10  -3.27  0.011
H  0.36  -0.42  -0.11  0.015
H  1.95  -0.07  -0.82  0.029
H  0.88  -1.27  -1.57  0.043
H  -0.66  5.15  0.36  0.031
H  -0.52  6.34  -0.93  0.030
H  0.92  5.50  -0.36  0.030
H  -2.50  3.37  -3.07  0.018
H  -2.67  5.00  -2.41  0.027
H  -2.82  3.59  -1.34  0.038
H  0.17  3.97  -4.28  0.017
H  1.53  4.55  -3.31  0.035
H  0.17  5.64  -3.68  0.028

***

Molecular formula: C5H9NO
Method: DFT, the ωB97M-V functional and the def2-TZVPD basis

- HOMO level (Eh) = -0.314
- ΔE to the lowest compared entry with this formula, charge and spin (kcal/mol) = 101.5
- DFT total energy (a.u.) = -325.7758

Each line ends with the Löwdin charge.
Element x y z (Å)
N  1.44  0.49  1.32  0.105
C  1.40  0.38  0.02  -0.698
C  1.00  -1.03  -0.44  -0.111
C  -0.43  -1.21  0.17  -0.157
C  -0.88  0.19  0.52  -0.168
C  -0.98  1.13  -0.52  0.023
O  1.31  1.31  -0.83  -0.074
H  1.53  1.49  1.52  0.055
H  0.98  -1.09  -1.53  0.108
H  1.66  -1.80  -0.04  0.108
H  -0.40  -1.80  1.08  0.114
H  -1.12  -1.68  -0.54  0.120
H  -2.03  0.50  -0.11  0.199
H  -1.11  0.50  1.54  0.134
H  -1.14  2.19  -0.33  0.121
H  -0.83  0.82  -1.55  0.118

***

no.,maximum force (hartree/bohr),Kohn-Sham gap (eV)
1,0.0374,9.388
2,0.1147,7.989
3,0.1484,7.160
4,0.0082,8.772